(1)
C5H10O in the gas phase. Source: the Open Molecules 2025 dataset; level of theory: ωB97M-V/def2-TZVPD.

DFT total energy = -7392.4785 eV
total charge = 0
HOMO energy = -9.53 eV
structure (SMILES) = COCC1CC1
energy above the lowest of the compared OMol25 structures with the same formula, charge and spin = 2.287 eV
orbital gap = 0.3908 Ha
spin multiplicity = 1

Geometry (Å):
C  -0.41  1.64  -1.07
O  -0.50  1.85  0.32
C  -0.11  0.77  1.19
C  -0.34  -0.62  0.62
C  0.69  -1.71  0.58
C  0.29  -1.11  -0.71
H  -0.39  0.59  -1.28
H  -1.30  2.03  -1.56
H  0.51  2.07  -1.51
H  0.93  0.90  1.53
H  -0.75  0.93  2.08
H  -1.36  -0.96  0.77
H  0.39  -2.73  0.77
H  1.69  -1.45  0.90
H  1.06  -0.56  -1.26
H  -0.39  -1.63  -1.39

natural (NBO) atomic charge list, values in e, 5 entries:
1. C -0.26
2. O -0.54
3. C -0.06
4. C -0.26
5. C -0.41

(2)
C2H5NOP2 in the gas phase at a distorted geometry. Source: the Open Molecules 2025 dataset; level of theory: ωB97M-V/def2-TZVPD.

DFT total energy = -24266.5470 eV
total charge = 0
HOMO energy = -8.77 eV
structure (SMILES) = P/N=P/[C@H]1CO1
energy above the lowest of the compared OMol25 structures with the same formula, charge and spin = 2.549 eV
orbital gap = 0.3128 Ha
spin multiplicity = 1

Geometry (Å):
C  -2.33  -0.15  -0.47
C  -0.91  0.30  -0.29
N  1.50  0.27  -0.07
O  -1.57  -0.72  0.59
P  0.45  -0.73  -0.70
P  3.17  0.06  0.05
H  -3.07  0.56  -0.16
H  -2.60  -0.90  -1.31
H  -1.01  1.18  0.19
H  3.50  1.01  1.08
H  2.87  -0.88  1.11

natural (NBO) atomic charge list, values in e, 5 entries:
1. C -0.10
2. C -0.33
3. N -1.21
4. O -0.50
5. P 1.10

(3)
A gas-phase ion, C5H8NS (charge +1) at a distorted geometry. Source: the Open Molecules 2025 dataset; level of theory: ωB97M-V/def2-TZVPD.

DFT total energy = -17628.6428 eV
total charge = +1
HOMO energy = -15.00 eV
energy above the lowest of the compared OMol25 structures with the same formula, charge and spin = 4.288 eV
orbital gap = 0.3214 Ha
spin multiplicity = 1

Geometry (Å):
C  1.10  0.93  -0.11
C  0.23  -0.11  -0.65
C  -1.09  -0.24  -0.48
C  1.99  0.64  1.07
C  -2.06  -1.45  -0.83
N  -0.54  1.78  0.98
S  -1.70  0.93  0.69
H  1.47  1.78  -0.73
H  0.66  -0.78  -1.52
H  2.44  -0.28  1.00
H  2.75  1.43  1.12
H  1.49  0.61  2.13
H  -1.47  -2.39  -0.84
H  -2.75  -1.46  -0.08
H  -2.51  -1.41  -1.75

natural (NBO) atomic charge list, values in e, 5 entries:
1. C 0.14
2. C -0.22
3. C -0.23
4. C -0.69
5. C -0.61

(4)
2 unconnected molecules or ions with the total composition C2H10NO at a distorted geometry. Source: the Open Molecules 2025 dataset; level of theory: ωB97M-V/def2-TZVPD.

DFT total energy = -5766.5352 eV
total charge = +1
HOMO energy = -14.50 eV
energy above the lowest of the compared OMol25 structures with the same formula, charge and spin = 1.147 eV
orbital gap = 0.3828 Ha
spin multiplicity = 1

Geometry (Å):
N  -1.19  -1.50  1.27
H  -0.82  -2.35  1.69
H  -0.43  -0.89  0.94
H  -1.70  -0.95  1.96
H  -1.59  -1.80  0.37
C  0.18  0.97  -0.78
O  0.37  -0.34  -1.25
C  0.97  1.20  0.52
H  -0.87  1.14  -0.54
H  0.49  1.75  -1.47
H  0.20  -0.40  -2.20
H  0.37  1.97  1.04
H  1.93  1.70  0.41
H  1.20  0.33  1.13

natural (NBO) atomic charge list, values in e, 5 entries:
1. N -0.88
2. H 0.46
3. H 0.47
4. H 0.46
5. H 0.47

(5)
A molecular structure, C25H31NO4PReSi. Source: the Open Molecules 2025 dataset; level of theory: ωB97M-V/def2-TZVPD.

DFT total energy = -55378.6236 eV
total charge = +3
HOMO energy (alpha / beta) = -17.29 / -17.25 eV
energy above the lowest of the compared OMol25 structures with the same formula, charge and spin = 0.000 eV
orbital gap (alpha / beta) = 0.2244 / 0.2246 Ha
spin multiplicity = 2

Geometry (Å):
Re  0.17  0.19  -0.46
O  2.08  1.75  -3.78
C  1.55  1.11  -2.79
O  0.62  1.54  -2.11
C  2.15  -0.26  -2.53
C  3.12  -0.91  -3.27
C  3.50  -2.19  -2.87
C  2.92  -2.78  -1.75
C  1.95  -2.07  -1.06
N  1.59  -0.85  -1.45
C  1.14  -2.48  0.12
O  1.30  -3.60  0.75
O  0.24  -1.72  0.49
H  1.65  2.61  -3.93
H  3.55  -0.43  -4.14
H  4.25  -2.73  -3.44
H  3.22  -3.78  -1.46
H  2.00  -4.18  0.40
C  -1.94  1.17  5.17
C  -1.64  2.42  4.64
C  -0.83  2.52  3.52
C  -0.29  1.35  2.94
C  -0.61  0.10  3.49
C  -1.42  0.01  4.60
Si  0.78  1.63  1.51
C  2.32  0.72  1.08
C  3.13  1.28  0.07
C  4.34  0.69  -0.28
C  4.75  -0.46  0.37
C  3.97  -1.03  1.39
C  2.77  -0.45  1.74
H  -2.57  1.10  6.05
H  -2.03  3.32  5.10
H  -0.60  3.50  3.11
H  -0.21  -0.82  3.06
H  -1.66  -0.95  5.03
H  0.84  3.01  0.98
H  2.83  2.21  -0.39
H  4.97  1.14  -1.03
H  5.71  -0.91  0.13
H  4.34  -1.89  1.93
H  2.19  -0.87  2.55
C  -4.15  -2.08  -0.09
C  -2.64  -1.82  -0.15
P  -2.17  -0.22  -0.87
C  -3.04  1.07  0.09
C  -2.63  2.52  -0.14
C  -2.77  -0.25  -2.59
C  -2.56  0.99  -3.45
H  -4.32  -3.08  0.32
H  -4.61  -2.06  -1.08
H  -4.66  -1.37  0.55
H  -2.13  -2.60  -0.73
H  -2.21  -1.85  0.86
H  -2.90  0.80  1.14
H  -4.10  0.92  -0.14
H  -1.54  2.68  -0.16
H  -3.02  3.15  0.66
H  -3.01  2.91  -1.08
H  -3.83  -0.48  -2.51
H  -2.30  -1.13  -3.04
H  -3.15  1.83  -3.10
H  -2.89  0.78  -4.47
H  -1.52  1.30  -3.49

natural (NBO) atomic charge list, values in e, 5 entries:
1. Re 0.87
2. O -0.57
3. C 0.81
4. O -0.58
5. C 0.09

(6)
C5H7F in the gas phase at a distorted geometry. Source: the Open Molecules 2025 dataset; level of theory: ωB97M-V/def2-TZVPD.

DFT total energy = -8012.9432 eV
total charge = 0
HOMO energy = -9.80 eV
structure (SMILES) = F[C@H]1[C@H]2CC[C@@H]12
energy above the lowest of the compared OMol25 structures with the same formula, charge and spin = 2.268 eV
orbital gap = 0.4019 Ha
spin multiplicity = 1

Geometry (Å):
C  -0.83  -0.69  0.81
C  -0.67  -0.72  -0.75
C  -0.10  0.69  0.68
C  0.04  0.65  -0.84
C  1.28  0.60  0.02
F  2.01  -0.57  0.02
H  -1.83  -0.45  1.25
H  -0.13  -1.55  1.31
H  0.11  -1.61  -1.00
H  -1.50  -0.81  -1.35
H  -0.14  1.52  1.26
H  -0.23  1.54  -1.42
H  2.00  1.40  0.02

natural (NBO) atomic charge list, values in e, 5 entries:
1. C -0.41
2. C -0.38
3. C -0.24
4. C -0.28
5. C 0.18